<one>
C7H14N3O | ωB97M-V/def2-TZVPD

XYZ file:
```
25
C7H14N3O | OMol25 | ωB97M-V/def2-TZVPD
C 1.18 0.99 1.41
N -0.08 1.09 1.83
C -0.53 2.21 2.51
C -1.03 0.00 1.59
C -0.83 -0.74 0.39
N 0.09 -0.35 -0.55
C 0.74 -1.53 -1.07
C -0.18 -2.63 -1.55
C -0.01 0.89 -1.26
N 0.54 0.91 -2.43
O -0.61 1.75 -0.66
H 1.86 1.76 1.73
H 1.53 0.12 0.96
H -1.01 1.88 3.40
H 0.21 2.98 2.59
H -1.43 2.65 1.94
H -2.02 -0.02 2.12
H -1.27 -1.67 0.29
H 1.40 -1.20 -1.84
H 1.34 -1.97 -0.33
H 0.32 -3.53 -2.00
H -0.83 -2.95 -0.64
H -0.89 -2.31 -2.36
H 0.98 0.08 -2.86
H 0.53 1.59 -3.21
```

Computed properties:
* SMILES string: C=[N+](C)/C=C\N(CC)C(N)=O
* frontier orbital gap: 7.9745 eV
* molar mass: 156.2 g mol⁻¹
* charge: +1

---

<two>
C7H14N3O | ωB97M-V/def2-TZVPD

XYZ file:
```
25
C7H14N3O | OMol25 | ωB97M-V/def2-TZVPD
C -2.62 -0.89 0.31
C -1.08 -0.53 0.09
C 0.02 -1.56 0.55
C 1.01 -1.12 1.62
C 2.00 -0.17 1.06
O 2.14 1.13 1.68
C 1.71 1.16 0.49
N 1.43 1.99 -0.40
C 0.59 1.54 -1.85
N -0.63 1.10 -1.60
N -0.76 -0.23 -1.27
H -2.87 -1.49 -0.55
H -3.02 0.10 0.31
H -2.67 -1.38 1.17
H -1.13 0.46 0.58
H 0.44 -1.65 -0.39
H -0.51 -2.54 0.89
H 0.68 -0.57 2.43
H 1.64 -1.91 2.10
H 2.88 -0.80 0.75
H 1.54 3.00 -0.34
H 0.70 2.60 -2.35
H 1.28 0.79 -2.04
H -1.42 1.56 -1.24
H -1.35 -0.57 -2.01
```

Computed properties:
* SMILES string: C[C@H]1CC[C@@H]2O/C2=[NH+]/CNN1
* frontier orbital gap: 10.4308 eV
* molar mass: 156.2 g mol⁻¹
* charge: +1

---

<three>
C7H14N3O | ωB97M-V/def2-TZVPD

XYZ file:
```
25
C7H14N3O | OMol25 | ωB97M-V/def2-TZVPD
C -3.73 1.80 -1.32
C -2.64 1.06 -1.64
C -2.06 2.92 -0.61
C 2.32 -0.30 0.93
C 0.71 -2.12 0.84
C -0.06 0.21 0.82
C -0.23 1.39 -1.18
N -3.34 2.95 -0.68
N -1.53 1.77 -1.20
N 1.00 -0.73 0.43
O 0.25 0.44 -2.00
H -4.76 1.60 -1.49
H -2.56 0.11 -2.13
H -1.44 3.67 -0.17
H 2.36 -0.41 2.01
H 3.10 -0.91 0.48
H 2.50 0.74 0.67
H 0.58 -2.16 1.92
H -0.21 -2.47 0.37
H 1.53 -2.78 0.56
H 0.21 0.90 1.59
H -1.03 -0.24 0.91
H 0.49 2.16 -0.92
H 1.04 -0.71 -0.61
H -0.46 0.06 -2.55
```

Computed properties:
* frontier orbital gap: 8.7734 eV
* molar mass: 156.2 g mol⁻¹
* charge: +1

---

<four>
C7H14N3O | ωB97M-V/def2-TZVPD

XYZ file:
```
25
C7H14N3O | OMol25 | ωB97M-V/def2-TZVPD
C 0.87 -0.16 -0.66
C 1.02 1.16 -1.02
C -1.91 2.35 0.58
C 1.89 -1.25 -1.12
C 2.16 1.66 -1.89
C -1.52 -1.51 1.61
C -0.79 -1.73 0.24
N 0.11 2.12 -0.71
N -0.74 2.19 0.17
N -2.25 3.12 1.81
O -0.20 -0.44 0.07
H 1.76 -2.17 -0.55
H 2.87 -0.71 -0.86
H 1.95 -1.63 -2.21
H 2.72 2.55 -1.41
H 1.78 1.85 -2.83
H 2.90 0.90 -1.80
H -2.27 -2.35 1.65
H -0.79 -1.67 2.49
H -2.00 -0.57 1.75
H -1.48 -1.81 -0.56
H -0.02 -2.57 0.15
H -3.21 3.48 1.60
H -1.53 3.80 2.15
H -2.47 2.46 2.57
```

Computed properties:
* frontier orbital gap (spin up / spin down): 7.1109 / 7.1072 eV
* molar mass: 156.2 g mol⁻¹
* charge: +1

---

Of them, the most stable is <one> and the least stable is <four>.

---

<one>
C2H4OS2 | ωB97M-V/def2-TZVPD

XYZ file:
```
9
C2H4OS2 | OMol25 | ωB97M-V/def2-TZVPD
O -1.19 -0.96 -0.43
C -0.51 -0.21 0.59
C 0.69 0.46 0.02
S 1.54 1.37 1.01
S 0.99 0.15 -1.71
H -1.91 -1.59 -0.09
H -1.15 0.52 1.16
H -0.26 -0.89 1.37
H 1.80 1.15 -1.92
```

Computed properties:
* SMILES string: OCC(=S)S
* frontier orbital gap: 8.6206 eV
* molar mass: 108.2 g mol⁻¹

---

<two>
C2H4OS2 | ωB97M-V/def2-TZVPD

XYZ file:
```
9
C2H4OS2 | OMol25 | ωB97M-V/def2-TZVPD
O -0.42 1.76 0.01
C -0.53 0.60 -0.10
S -2.21 -0.09 -0.20
C 0.51 -0.43 0.25
S 2.19 0.01 -0.23
H -1.87 -1.44 -0.33
H 0.15 -1.29 -0.30
H 0.28 -0.58 1.36
H 1.90 1.47 -0.45
```

Computed properties:
* SMILES string: O=C(S)CS
* frontier orbital gap: 9.9206 eV
* molar mass: 108.2 g mol⁻¹

---

Of them, the most stable is <two> and the least stable is <one>.

---

<one>
C2H4OS2 | ωB97M-V/def2-TZVPD

XYZ file:
```
9
C2H4OS2 | OMol25 | ωB97M-V/def2-TZVPD
C 0.61 0.47 0.38
C -0.38 -0.35 0.64
S -2.01 0.01 -0.32
O -1.86 1.24 -1.03
S -3.62 -0.35 0.68
H 1.49 0.39 1.00
H 0.62 1.30 -0.37
H -0.19 -1.13 1.41
H -2.14 -0.86 -1.35
```

Computed properties:
* SMILES string: C=C[S@H](=O)=S
* frontier orbital gap: 9.5967 eV
* molar mass: 108.2 g mol⁻¹

---

<two>
C2H4OS2 | ωB97M-V/def2-TZVPD

XYZ file:
```
9
C2H4OS2 | OMol25 | ωB97M-V/def2-TZVPD
O 0.23 -0.80 1.40
C -0.25 -1.05 0.24
S -1.10 -2.42 -0.15
C -0.01 0.16 -0.72
S 0.93 1.57 -0.02
H 0.68 0.07 1.36
H -0.98 0.51 -1.11
H 0.50 -0.32 -1.55
H -0.01 2.27 0.54
```

Computed properties:
* SMILES string: OC(=S)CS
* frontier orbital gap: 9.1333 eV
* molar mass: 108.2 g mol⁻¹

---

<three>
C2H4OS2 | ωB97M-V/def2-TZVPD

XYZ file:
```
9
C2H4OS2 | OMol25 | ωB97M-V/def2-TZVPD
C -0.42 -0.57 0.23
C -0.01 0.54 -0.37
O 3.40 1.39 -0.17
S 3.49 -1.37 -0.21
S 4.20 0.31 0.34
H -1.36 -0.97 -0.39
H -0.07 -1.05 1.17
H 0.81 1.22 -0.01
H -0.39 0.72 -1.37
```

Computed properties:
* frontier orbital gap: 7.9327 eV
* molar mass: 108.2 g mol⁻¹

---

<four>
C2H4OS2 | ωB97M-V/def2-TZVPD

XYZ file:
```
9
C2H4OS2 | OMol25 | ωB97M-V/def2-TZVPD
C 1.07 0.45 0.12
C -2.70 -0.47 0.37
O -2.83 -1.46 -0.27
S 1.72 -1.16 0.36
S -1.24 0.59 0.63
H 1.21 0.92 1.01
H -3.37 0.02 0.92
H 1.38 -1.59 -0.82
H 1.10 1.08 -0.79
```

Computed properties:
* frontier orbital gap: 8.2681 eV
* molar mass: 108.2 g mol⁻¹

---

Of them, the most stable is <two> and the least stable is <one>.

---

<one>
C4H3ClN2S | ωB97M-V/def2-TZVPD

XYZ file:
```
11
C4H3ClN2S | OMol25 | ωB97M-V/def2-TZVPD
N -2.03 0.09 0.11
C -0.70 -0.02 -0.14
C 0.25 0.93 -0.34
Cl 0.17 2.63 -0.07
C 1.52 0.20 -0.19
S 3.10 0.58 0.08
C 1.11 -1.25 -0.06
N -0.15 -1.40 -0.15
H -2.64 -0.68 0.46
H -2.57 0.97 0.46
H 1.93 -2.03 -0.14
```

Computed properties:
* SMILES string: NC1=C(Cl)C(=S)C=N1
* frontier orbital gap: 7.2010 eV
* molar mass: 146.6 g mol⁻¹

---

<two>
C4H3ClN2S | ωB97M-V/def2-TZVPD

XYZ file:
```
11
C4H3ClN2S | OMol25 | ωB97M-V/def2-TZVPD
N 1.57 1.54 2.19
C 0.80 1.44 1.35
C -0.06 1.10 0.30
Cl -1.26 2.39 -0.10
N -0.78 0.05 0.80
C -0.72 -1.04 0.19
C 0.06 -1.07 -1.09
S 0.86 0.55 -1.20
H -1.04 -2.03 0.57
H 0.92 -1.62 -1.01
H -0.35 -1.30 -2.00
```

Computed properties:
* SMILES string: N#C[C@]1(Cl)N=CCS1
* frontier orbital gap: 9.6630 eV
* molar mass: 146.6 g mol⁻¹

---

Of them, the most stable is <one> and the least stable is <two>.

---

<one>
C3H12KN6O3 | ωB97M-V/def2-TZVPD

XYZ file:
```
25
C3H12KN6O3 | OMol25 | ωB97M-V/def2-TZVPD
K -2.20 1.49 1.70
C -4.14 -3.74 1.13
O -3.61 -2.69 0.79
N -4.69 -4.64 0.46
N -4.04 -4.15 2.34
H -4.64 -4.50 -0.54
H -4.60 -5.49 1.00
H -4.56 -4.92 2.73
H -3.43 -3.50 2.83
C 0.60 3.55 -2.84
O 0.38 2.89 -1.89
N 0.73 4.82 -2.84
N 0.70 3.16 -4.07
H 0.99 5.18 -3.74
H 0.81 5.40 -2.01
H 0.98 3.95 -4.63
H 0.42 2.20 -4.20
C 3.31 0.37 1.89
O 2.34 1.04 2.23
N 4.33 0.00 2.70
N 3.57 -0.01 0.67
H 4.31 0.44 3.61
H 5.08 -0.56 2.32
H 4.38 -0.57 0.45
H 2.99 0.27 -0.11
```

Computed properties:
* frontier orbital gap: 8.6678 eV
* molar mass: 219.3 g mol⁻¹
* charge: +1

---

<two>
C3H12KN6O3 | ωB97M-V/def2-TZVPD

XYZ file:
```
25
C3H12KN6O3 | OMol25 | ωB97M-V/def2-TZVPD
K 0.48 21.01 -5.66
C -0.21 22.39 -10.69
O -0.08 21.22 -10.44
N -1.17 22.81 -11.51
N 0.74 23.22 -10.39
H -1.17 23.77 -11.83
H -1.95 22.22 -11.74
H 0.53 24.19 -10.58
H 1.58 22.97 -9.90
C 6.75 22.27 -7.65
O 5.55 22.10 -7.64
N 7.42 23.27 -8.05
N 7.51 21.34 -7.37
H 8.43 23.34 -8.06
H 6.87 24.11 -8.17
H 8.51 21.40 -7.48
H 7.01 20.46 -7.35
C -6.20 22.14 -4.09
O -5.20 21.90 -4.73
N -6.06 22.65 -2.91
N -7.45 21.88 -4.49
H -5.15 22.65 -2.48
H -6.93 22.92 -2.48
H -8.09 21.65 -3.75
H -7.49 21.41 -5.39
```

Computed properties:
* frontier orbital gap: 7.7808 eV
* molar mass: 219.3 g mol⁻¹
* charge: +1

---

Of them, the most stable is <two> and the least stable is <one>.

---

<one>
C4H7FS | ωB97M-V/def2-TZVPD

XYZ file:
```
13
C4H7FS | OMol25 | ωB97M-V/def2-TZVPD
C -2.25 0.07 -0.58
C -1.21 0.80 -0.89
S 0.44 0.53 -1.33
C 1.47 0.40 0.22
C 1.18 -0.91 0.82
F 1.71 -1.89 0.03
H -2.31 -0.98 -0.83
H -3.22 0.56 -0.30
H -1.40 1.90 -0.72
H 1.37 1.14 0.98
H 2.56 0.44 -0.02
H 1.61 -0.90 1.78
H 0.06 -1.15 0.85
```

Computed properties:
* SMILES string: C=CSCCF
* frontier orbital gap: 9.7145 eV
* molar mass: 106.2 g mol⁻¹

---

<two>
C4H7FS | ωB97M-V/def2-TZVPD

XYZ file:
```
13
C4H7FS | OMol25 | ωB97M-V/def2-TZVPD
C -1.56 -0.58 -0.12
C -0.25 0.18 -0.47
C 0.37 1.34 0.34
F 1.16 2.20 -0.32
C 0.86 -0.06 0.50
S 2.44 -0.48 -0.09
H -2.23 -0.01 0.58
H -1.28 -1.48 0.38
H -2.07 -0.78 -1.07
H -0.11 0.10 -1.56
H -0.18 1.75 1.15
H 0.64 -0.59 1.39
H 2.21 -1.59 -0.69
```

Computed properties:
* SMILES string: C[C@H]1[C@H](F)[C@@H]1S
* frontier orbital gap: 9.9071 eV
* molar mass: 106.2 g mol⁻¹

---

<three>
C4H7FS | ωB97M-V/def2-TZVPD

XYZ file:
```
13
C4H7FS | OMol25 | ωB97M-V/def2-TZVPD
C -0.76 0.16 -1.30
C 0.11 0.38 -0.10
C 1.17 -0.63 0.09
C -0.52 0.13 1.25
H -0.31 0.66 -2.24
H -1.65 0.66 -0.77
H -1.14 -0.90 -1.53
H 1.89 -0.05 0.70
H 1.79 -1.22 -0.66
H 0.27 0.64 1.90
H -1.69 0.28 1.59
F 0.71 1.57 -0.13
S 0.11 -1.68 1.20
```

Computed properties:
* frontier orbital gap: 9.7087 eV
* molar mass: 106.2 g mol⁻¹

---

<four>
C4H7FS | ωB97M-V/def2-TZVPD

XYZ file:
```
13
C4H7FS | OMol25 | ωB97M-V/def2-TZVPD
C -2.01 -0.33 -0.93
S -1.00 1.13 -0.55
C 0.13 0.46 0.62
C 1.59 0.87 0.65
C 1.26 -0.50 0.13
F 1.46 -1.65 0.83
H -2.42 -0.79 -0.04
H -2.79 -0.11 -1.65
H -1.33 -1.10 -1.35
H -0.29 0.11 1.56
H 2.00 1.64 0.00
H 2.05 0.89 1.64
H 1.34 -0.64 -0.92
```

Computed properties:
* SMILES string: CS[C@@H]1C[C@H]1F
* frontier orbital gap: 9.6095 eV
* molar mass: 106.2 g mol⁻¹

---

Of them, the most stable is <four> and the least stable is <three>.